[1]
The following is a quantum chemistry calculation of the ion C4H9N2 with charge +1 at a distorted geometry, from the Open Molecules 2025 dataset.

Computed properties:
HOMO level	-14.9	eV
net charge	+1
relative energy (zero: lowest compared OMol25 entry of this formula, charge and spin)	304.8	kJ/mol
SMILES string	[H]/N=C/[C@@]1(C)C[NH2+]1
molecular weight	85.1	g/mol
E_LUMO	-3.32	eV
Kohn-Sham gap	11.56	eV

Atoms and positions in Å:
H -1.94088 0.18413 1.23870
H -1.06130 -0.36395 -1.85204
H -1.55398 -1.68140 -0.72922
N -0.54945 1.14233 0.06049
H 0.27690 1.82224 0.21756
H 1.61738 -1.35654 0.02934
C -0.79455 -1.11951 -1.14081
C -0.22910 -0.23803 -0.01000
H -0.30659 0.45252 2.15099
H -1.19898 1.66559 -0.61647
C -0.94024 0.26024 1.18543
H -0.04411 -1.74265 -1.51772
H 3.11693 0.57891 0.54936
N 2.16122 0.68549 0.37203
C 1.44674 -0.28938 0.06235

***

[2]
The following is a quantum chemistry calculation of a structure of composition C23H35Cl2N4O7PTa at a distorted geometry, from the Open Molecules 2025 dataset.

Computed properties:
HOMO level	-17.4	eV
net charge	+3
relative energy (zero: lowest compared OMol25 entry of this formula, charge and spin)	130.5	kJ/mol
molecular weight	762.4	g/mol
E_LUMO	-10.66	eV
Kohn-Sham gap	6.71	eV

Atoms and positions in Å:
H 0.84071 -5.26757 2.51890
H -2.10901 -1.86217 3.13580
C -2.65464 -1.33344 -0.65345
N 2.06575 2.08706 -0.45696
O -1.43002 -1.47672 -0.43583
H -0.41307 -3.05344 4.57650
C 1.43640 -5.27755 1.60412
C -3.42385 -0.16573 -0.34250
Cl -2.57370 3.42517 1.21835
H 1.73666 1.82752 2.65422
O 1.15675 -1.02890 -1.45714
H 0.38240 2.77385 0.32002
O -1.45654 0.73154 0.58261
O -0.61690 -2.95483 1.81505
C 1.38049 -4.60512 -0.80934
C -4.76542 -0.05249 -0.71062
H 3.46602 -4.80486 0.98518
C 2.73318 1.07648 0.08780
C -1.99089 -0.82642 3.44608
H 3.26850 -5.02311 2.71269
H -2.08087 -1.31894 5.57611
O 2.04730 0.22458 0.75008
H 2.71689 -3.53206 1.95882
H 0.06264 -1.94151 5.87753
C -0.04774 1.30290 3.82422
H 1.46146 -2.03324 3.14458
C 1.19202 -2.18727 -0.95801
H 2.06167 1.50046 4.35136
H 4.41839 -0.28530 1.51999
C -5.42279 1.14559 -0.45978
H -5.28335 -0.87115 -1.19499
C -0.69760 -5.49971 0.26095
C 0.56310 -4.63566 0.48956
H -0.30669 1.23386 4.88391
C 0.40343 -2.45694 4.98158
H 2.51728 2.80570 -1.01114
P -0.25044 -0.37566 3.15888
H 1.19775 -3.13851 5.28348
C -2.77163 0.90526 0.26010
H 1.71456 -0.82416 4.39567
H 5.79799 0.32962 0.55410
C -2.50304 -0.60282 4.87640
H -0.95357 -5.27419 -1.89216
N 1.50984 -3.34653 -1.51593
N 0.81706 -2.18249 0.35200
H -3.58359 -0.74032 4.87830
Ta 0.09481 -0.27247 0.58561
H 1.84313 -3.38620 -2.47444
O 1.85926 -5.57571 -1.29505
C -4.74848 2.21486 0.13197
C 2.79138 -4.61681 1.82233
H -2.30914 0.40433 5.24121
C 0.96746 -1.48044 3.94350
Cl -7.06369 1.32257 -0.89041
N 0.67279 2.01400 -0.29758
H -1.84042 -4.07912 -0.93155
C -3.40659 2.10130 0.49425
H 0.23950 2.13865 -1.21318
H -2.56922 -0.20612 2.75475
H -3.16508 -2.17280 -1.13374
C 1.33684 1.93456 3.66442
C -1.51297 -5.12279 -0.96699
H -0.36039 -6.53266 0.18258
C 4.78949 -0.06269 0.52544
H -5.27108 3.14675 0.30835
O 3.99163 1.03707 -0.05985
H -2.40116 -5.74890 -1.03185
H -1.30298 -5.41906 1.16502
H 1.28237 2.99852 3.88925
H 1.57448 -6.31914 1.31590
H -0.81887 1.91773 3.34949
H 4.71657 -0.91318 -0.14465
C 0.18737 -3.25501 0.94854

***

[3]
The following is a quantum chemistry calculation of a structure of composition C4H4NaO5Tl at a distorted geometry, from the Open Molecules 2025 dataset.

Computed properties:
HOMO level	-4.9	eV
net charge	0
relative energy (zero: lowest compared OMol25 entry of this formula, charge and spin)	11.7	kJ/mol
molecular weight	359.4	g/mol
E_LUMO	-0.92	eV
Kohn-Sham gap	3.93	eV

Atoms and positions in Å:
H 0.45806 -2.95445 2.19100
O 0.66390 2.86431 -3.63893
O 0.09335 -0.00902 1.90006
C -0.22807 -2.29768 1.64467
O 1.55734 0.24393 0.23002
O -1.50176 2.52341 -3.70564
C 0.69750 -0.40599 0.78500
C -0.39704 2.32676 -3.07480
H -1.74193 -0.84449 2.32768
H -1.05850 -2.87577 1.22914
H -0.44012 -1.16065 3.52644
C -0.68103 -1.08287 2.46236
Tl -0.53048 3.73870 -5.21287
O 0.49883 -1.69981 0.55682
Na 2.60996 1.63364 -1.22097

***

[4]
The following is a quantum chemistry calculation of a structure of composition C6H5MnN2O5S at a distorted geometry, from the Open Molecules 2025 dataset.

Computed properties:
HOMO level (alpha / beta)	-9.3 / -12.5	eV
net charge	+1
molecular weight	272.1	g/mol
multiplicity	6
E_LUMO (alpha / beta)	-4.70 / -8.43	eV
Kohn-Sham gap (alpha / beta)	4.56 / 4.09	eV

Atoms and positions in Å:
H -0.94449 -0.02626 -2.59539
O -0.12531 -2.99607 -1.22696
C -1.92710 -0.01414 -0.73175
O 2.51411 0.00701 -2.55888
H -0.06282 -1.16896 4.49969
N -0.11554 -1.13440 3.48841
C 0.14440 0.00242 2.79889
Mn -0.20252 -0.00496 -1.21800
C -0.14225 1.81451 -1.30120
N -0.11696 1.13589 3.49306
O -2.88048 -0.01784 -0.05818
H -0.06371 1.16850 4.50436
C 1.53361 0.00483 -1.95625
H 0.01672 -2.03043 3.04829
O -0.18432 2.98689 -1.28710
H 0.01628 2.03236 3.05393
S 0.93396 0.01256 1.27625
O 0.81240 0.02497 -6.54687
C -0.10836 -1.82588 -1.27396
C 0.90241 0.02902 -5.40836

***

[5]
The following is a quantum chemistry calculation of a structure of composition C39H34Br2N8O2SeSn at a distorted geometry, from the Open Molecules 2025 dataset.

Computed properties:
HOMO level (alpha / beta)	0.4 / 0.4	eV
net charge	-2
relative energy (zero: lowest compared OMol25 entry of this formula, charge and spin)	384.4	kJ/mol
molecular weight	1004.2	g/mol
E_LUMO (alpha / beta)	3.64 / 3.64	eV
Kohn-Sham gap (alpha / beta)	3.27 / 3.27	eV

Atoms and positions in Å:
N -0.49571 1.31103 -6.79073
H 2.91818 -9.53354 2.32612
H 3.86699 -2.88376 2.93136
H -0.99301 -2.20158 -3.91155
H 1.14022 -5.25675 0.60114
C -3.61730 0.70921 -5.71715
C 5.43355 -8.75647 4.50477
H 2.82274 -0.86936 1.94851
Sn 0.52969 0.22450 -0.12393
N -1.57125 5.59096 1.24948
H -0.13365 1.29185 3.89800
C -2.11356 -0.69785 2.79712
H 6.10955 -6.77826 5.02517
H -3.88881 -0.68503 -0.08118
C -0.74171 -0.59712 -5.29318
C 0.24446 0.89247 -3.11403
H 1.98692 4.50008 2.59261
C -1.18886 1.19626 4.17004
C 0.18124 1.45073 -4.40763
C 1.21029 4.76445 3.31346
C -0.66920 -1.17716 -4.04648
O -0.21659 -1.06755 -1.77318
H -3.65791 4.31926 -4.38437
C -3.64990 3.30663 -4.76314
C -2.52032 5.28636 0.20292
C -1.48260 6.76532 1.97097
C 2.47832 -1.86669 1.68806
C 4.48003 -6.79317 3.59733
N 1.47967 -1.92039 0.80911
Br -5.80567 2.88616 -2.94688
H -1.12999 -1.16573 -6.13345
H -1.67531 -1.38494 3.51398
C 5.41918 -7.37444 4.44182
C -2.80389 -1.19388 1.70137
H -3.57922 -0.31194 -6.07249
H -0.06692 7.31907 3.56172
C 1.08713 3.48612 -3.49652
N 0.69207 1.62749 -2.06423
C -4.54565 1.07202 -4.75659
C 3.60918 -8.94082 2.91130
C -0.34655 0.71648 -5.50860
N 4.18115 -5.48654 3.28766
C -0.60046 4.71145 1.65045
C 2.57905 -4.25689 1.84207
C 3.57865 -7.54991 2.83425
H 1.59604 5.47500 4.04568
C -1.97170 0.67140 2.99896
C -2.68377 1.62137 -6.20597
Br 2.93143 1.72693 0.78960
C -0.20360 -0.49168 -2.89117
N 2.76351 -6.71619 2.08912
H 0.21164 -3.09693 -0.28517
Se -0.24581 3.03068 1.04795
N 0.08232 5.37184 2.63355
C -2.72780 2.92524 -5.72409
H -2.90840 -2.26340 1.56299
C 1.09168 2.86173 -2.23812
H 1.44407 3.37524 -1.35042
C 4.53941 -9.52915 3.74854
H -1.54636 2.18247 4.47312
H -2.00645 3.63891 -6.10199
H 1.43760 4.50661 -3.59152
C -4.54962 2.37359 -4.28426
C 3.14866 -5.50231 2.38310
C -3.35084 -0.31084 0.78118
H -3.11227 4.41065 0.46938
H 0.59069 3.22473 -5.56310
H 4.58097 -10.60876 3.82364
H -3.64342 1.74485 0.25589
H 6.14906 -9.25107 5.14979
N -1.68875 1.29373 -7.19035
H 0.89661 3.84767 3.81288
H -5.24017 0.34269 -4.36308
C 1.53787 -4.30491 0.92675
H -1.26639 0.52730 5.03045
O 2.18878 -0.41985 -1.20661
C 3.05441 -3.00558 2.22385
H -2.14422 7.59980 1.81940
C -3.21135 1.05514 0.97231
H -3.17788 6.14547 0.06845
C 1.02009 -3.11420 0.43883
H -1.99855 5.07344 -0.73067
C 0.62707 2.78471 -4.57246
C -0.45175 6.62568 2.83502
H 4.62917 -4.66478 3.64905
C -2.51681 1.54963 2.06821
H -2.40938 2.61504 2.21584

***

[6]
The following is a quantum chemistry calculation of a structure of composition C6H15ClI2O2PPt at a distorted geometry, from the Open Molecules 2025 dataset.

Computed properties:
HOMO level (alpha / beta)	-20.4 / -20.8	eV
net charge	+3
relative energy (zero: lowest compared OMol25 entry of this formula, charge and spin)	278.8	kJ/mol
molecular weight	634.5	g/mol
multiplicity	5
E_LUMO (alpha / beta)	-13.80 / -15.54	eV
Kohn-Sham gap (alpha / beta)	6.60 / 5.27	eV

Atoms and positions in Å:
H -3.60021 -1.12834 2.72770
H 1.70017 3.22520 -3.39654
H 1.92812 -0.23572 -2.88320
H -1.76544 0.40026 2.67325
I -0.25186 -0.53653 -3.67879
H 0.04839 3.37093 -2.69717
Pt -0.60823 0.53805 -0.89062
H 3.25488 0.97981 -2.63995
H 2.76413 3.28345 -0.88500
O -3.15412 -0.77109 -1.74923
C 1.98991 2.70446 -0.37672
H -0.59820 -0.91513 2.92251
H 2.39365 2.10541 0.43702
H -0.63605 -1.27308 1.06540
C -2.69346 -1.38342 3.27211
Cl 1.05600 -0.15357 0.94308
H 2.78737 -0.15144 -1.29347
C 0.83700 2.69264 -2.99684
C -2.26177 -0.14012 -1.41360
H -2.79070 -1.01374 4.28150
H -2.52156 -2.47081 3.31217
C -1.59209 -0.64499 2.55652
P 1.28869 1.66910 -1.61760
O -1.57599 -0.99443 1.16601
H 0.47253 1.99381 -3.76871
H 1.18685 3.34214 -0.00290
C 2.44211 0.44068 -2.15833
I -1.87352 2.55263 0.17403

***

[7]
The following is a quantum chemistry calculation of a structure of composition C42H65FN2P2SSiV at a distorted geometry, from the Open Molecules 2025 dataset.

Computed properties:
HOMO level (alpha / beta)	-7.1 / -6.7	eV
net charge	0
relative energy (zero: lowest compared OMol25 entry of this formula, charge and spin)	58.0	kJ/mol
molecular weight	790.0	g/mol
multiplicity	2
E_LUMO (alpha / beta)	0.47 / 0.47	eV
Kohn-Sham gap (alpha / beta)	7.62 / 7.20	eV

Atoms and positions in Å:
H 5.96958 -1.74328 1.11237
H 0.96792 2.64019 -3.20986
H -0.81185 -1.00028 4.13464
C -2.08493 -0.39450 -1.90764
H 1.08420 2.89162 -0.75035
C -0.84981 -1.23420 -1.51418
F -2.33841 -1.26771 1.66394
C 1.44998 2.27952 2.25482
H 1.63804 5.54179 4.35963
H -0.02981 0.63520 4.23383
C 2.47349 -0.58020 2.04860
H 4.43631 0.41856 1.92378
C -1.98751 4.51956 -2.09236
C 3.07066 2.56634 -2.67581
H 1.75993 -1.76300 0.31924
N 0.83427 -4.79570 -0.22378
C -4.97522 -0.61582 0.05158
C 2.68340 2.83545 2.61195
P 1.32434 0.68152 1.32187
H -6.98161 1.29981 -0.79160
H -2.36588 -1.54183 -4.43771
C 1.82040 -5.81041 -0.59064
C -2.35037 3.18522 -1.98842
C 0.25427 2.94252 2.62295
C 3.86492 -0.21613 2.59878
H -4.61362 1.50920 0.26682
H -2.57376 2.70022 4.14882
H -7.72601 -0.90253 -1.12250
C 2.61943 -5.92850 0.70974
S -0.50710 -3.81617 1.91017
Si -1.40435 2.23071 2.02117
H 0.02819 -4.59526 -0.79022
H -4.92993 2.23103 -1.95782
C 3.47034 1.64933 -0.35282
H 2.87571 -6.95990 0.93853
C -6.58371 0.84616 -1.70562
C 2.55313 -1.78594 1.06912
H -3.71327 2.43670 2.81972
H 1.92099 -4.31158 3.48483
H -4.20026 -1.19159 0.55849
P -2.58119 0.72135 -0.49104
H 4.17463 1.09278 0.25465
H -1.16229 6.21727 -1.06329
H -7.12317 1.30696 -2.53460
C 0.35599 4.11231 3.39074
H 5.55923 -1.31526 3.39802
H 2.12270 0.04312 -0.81083
H -5.73352 -0.40822 0.81382
C 1.14880 1.89381 -1.19566
C 4.65717 -1.50455 2.81602
C -5.09187 1.16756 -1.78582
H -0.55204 4.62417 3.70346
H 5.17757 -3.22260 1.60119
C -1.63154 3.13824 0.34034
H 3.54194 -5.34313 0.68308
H 3.60654 2.35436 2.31785
C -1.86717 0.21643 -3.29969
H -5.93954 -2.40336 -0.69264
H 5.00332 2.16357 -1.78381
H 1.33498 -5.95946 3.69956
H 0.14588 1.50072 -1.18762
C -6.81727 -0.67770 -1.68603
H 0.43350 -2.80081 -2.25851
H -0.86417 5.02252 1.05982
H -0.04210 -2.39515 -4.69348
C -1.44900 5.17409 -0.98850
H 4.14050 -1.00939 -0.17425
H 3.44495 2.59897 -3.70117
H 1.34989 -6.75744 -0.85492
C 2.06849 1.02993 -0.33091
H -0.00339 -0.55968 -1.37160
C -5.62451 -1.42937 -1.06983
H -2.88233 4.00007 2.95800
H -6.99006 -1.03702 -2.70332
H 3.91268 -2.72915 -0.31980
H 3.75631 0.33749 3.52944
H 3.02929 -5.68640 3.23994
H 2.44391 -5.48976 -1.41968
C 0.68392 -4.68829 1.12928
H 3.05884 3.60084 -2.31036
C 1.65089 2.01152 -2.63145
H -2.78155 2.69670 -2.85022
H -1.04689 0.94196 -3.24091
C -4.40742 0.73973 -0.48206
C -0.27858 -1.64017 -3.94141
C -1.51824 -0.84996 -4.34207
H -2.92358 -1.09924 -1.96817
C 3.99641 1.74069 -1.78759
H 4.08106 0.72542 -2.19816
H -4.65883 0.63793 -2.64268
H -1.27862 -3.02380 -2.62889
C 1.58735 4.63873 3.76283
H 1.63780 1.01590 -3.09643
H 2.36045 -2.69162 1.64343
H -1.02588 -1.73779 -0.56246
H 1.89126 -0.90653 2.90430
H -4.88284 -1.63573 -1.84841
C -2.15516 2.47818 -0.79276
H 3.72118 4.40941 3.63312
H 0.58041 -0.95929 -3.89669
C -2.76381 2.91644 3.09086
H -2.13098 5.04892 -3.02757
C -0.47475 -2.27519 -2.56991
N 1.69103 -5.38473 1.69664
H -2.74805 0.76492 -3.63025
C 2.75424 4.00416 3.35961
V -0.99360 -0.12317 1.82742
C 2.00561 -5.33318 3.11279
H -1.38128 -0.38526 -5.32165
C 3.92215 -1.91007 0.40429
C 5.01820 -2.14800 1.46534
C -1.28633 4.49254 0.20896
H 3.41217 2.65878 0.07012
C -0.48694 -0.11257 3.58679
H 4.04516 -2.19154 3.41134

***

[8]
The following is a quantum chemistry calculation of a structure of composition C19H14F5N5O7PSeSr at a distorted geometry, from the Open Molecules 2025 dataset.

Computed properties:
HOMO level	-5.3	eV
net charge	-1
relative energy (zero: lowest compared OMol25 entry of this formula, charge and spin)	0.0	kJ/mol
molecular weight	716.9	g/mol
E_LUMO	1.94	eV
Kohn-Sham gap	7.23	eV

Atoms and positions in Å:
C -0.94847 -0.89851 7.36733
C -0.48381 -0.95959 5.06165
O -6.13394 0.44848 -3.91834
C 4.02996 1.71330 -2.01208
N -2.70744 2.53519 -1.47373
H 2.77493 1.15812 -4.49714
H 1.16567 0.78481 -3.59507
Se 1.22872 0.69017 3.45665
C -3.27687 1.14890 -1.38652
P 2.07296 -0.45823 -0.69175
C 1.79818 1.41961 -1.21043
H -4.24974 -2.36370 -2.12761
H 4.74847 -0.05206 -3.86520
C 0.44485 0.09795 5.08926
H 0.71915 1.47891 -1.40272
N -5.67085 -0.52752 -3.36819
N 4.54774 0.33915 -1.81897
F -2.13904 -2.41322 5.94626
O -3.36376 3.38895 -2.08781
C 2.01595 -1.29534 -2.36803
F -1.58037 -1.37221 8.41932
H -5.17078 1.89176 -2.00827
O -5.92441 -1.67565 -3.77930
C -4.06415 -1.39650 -1.71197
C 3.99304 -0.19894 -0.60151
O -1.58932 2.74380 -1.00713
C -2.48688 0.12824 -0.69459
C -2.90752 -1.16971 -0.96530
C 2.29537 0.83293 -3.51919
H 2.04870 2.05799 -0.37730
H 4.62199 -1.49370 -2.84301
H 2.53741 -2.25437 -2.30407
F 1.23454 1.86830 6.49234
Sr -0.25254 -1.35709 1.36801
C 4.21826 -0.48979 -3.01481
F -0.61299 -1.62312 3.82971
O -0.79910 -2.30905 -0.75097
C -1.99560 -2.24102 -0.38063
H 4.42189 -1.16762 -0.40064
H 1.00789 -1.50270 -2.66616
F 0.11073 0.69096 8.67983
N 2.60869 1.71201 -2.40598
C 0.54330 0.72051 6.31358
C -1.22643 -1.45973 6.11343
C -4.76518 -0.31210 -2.24550
H 4.59597 2.12119 -2.80765
H 4.18917 0.49584 0.24261
O -1.57782 0.36814 0.19298
O -2.38180 -2.89607 0.69206
C -4.50894 1.00453 -1.88146
N 2.78077 -0.51785 -3.35879
C -0.07928 0.18711 7.44879
H 4.14274 2.37855 -1.16598